19 unconnected molecules or ions with the total composition C45H132N22O23 at a distorted geometry. Source: OMol25; level of theory: ωB97M-V with the def2-TZVPD basis set.

Its HOMO energy is -8.3 eV. As for the total energy: -4728.86176 Ha. The strongest force on any atom is 5.6 eV/A. The value obtained for the energy above the lowest of the compared OMol25 structures with the same formula, charge and spin is 57.1 kcal/mol. As for the HOMO-LUMO gap: 7.92 eV.

Bonds (Å) are listed after each position.
CARTESIAN COORDINATES (ANGSTROEM)
1 H -5.389 -1.280 2.605  C199 1.090
2 H 5.006 -4.003 -1.061  C84 1.090
3 H 0.079 1.782 -0.203  C4 1.090
4 C 0.067 0.829 0.326  H3 1.090, C60 1.503, O103 1.405, H136 1.090
5 H 5.573 -8.835 -0.980  N158 1.010
6 O -3.473 -3.632 1.964  C61 1.399, H159 0.960
7 N -0.217 -5.401 -5.132  H88 1.010, C127 1.343, H216 1.010
8 H -3.846 -3.451 -0.180  N211 1.010
9 H -2.635 1.744 6.392  N174 1.010
10 O 1.334 -3.120 -1.554  C71 1.367, C202 1.434
11 N -2.456 -0.559 -5.037  C76 1.279, H148 1.010, H189 1.010
12 N -4.754 2.215 7.117  C15 1.510, H39 1.010, C65 1.471
13 C 0.046 -1.920 -6.608  N52 1.325, N133 1.283, O208 1.230
14 N -4.126 4.216 2.410  H125 1.010, H151 1.010, C210 1.348
15 C -4.727 2.171 8.626  N12 1.510, H34 1.090, H91 1.090, C166 1.570
16 H -0.904 1.481 6.619  N174 1.010
17 H 1.938 3.225 -5.062  C182 1.090
18 C 5.112 2.420 3.574  H59 1.090, H66 1.090, O138 1.430, C201 1.566
19 H 3.699 -5.239 -2.973  C209 1.090
20 H 3.719 -3.710 -3.922  C209 1.090
21 O 4.867 -9.091 -3.395  C45 1.226
22 H 2.638 3.138 3.505  C49 1.090
23 H 1.559 -0.397 -0.641  C60 1.090
24 C -4.867 7.273 -0.112  H27 1.090, O43 1.425, H154 1.090, C196 1.513
25 H 2.369 -2.312 3.095  N69 1.010
26 H -5.179 4.795 -1.038  N79 1.010
27 H -5.458 7.050 0.776  C24 1.090
28 H 1.923 -1.688 -6.874  N52 1.010
29 H 4.211 -7.713 -0.682  N158 1.010
30 C 0.573 1.751 -4.412  O37 1.393, H107 1.090, H145 1.090, C182 1.510
31 H 4.849 1.768 -0.960  C162 1.090
32 H 0.357 -3.410 -3.298  C71 1.090
33 H 4.315 -5.391 1.858  N121 1.010
34 H -4.475 3.122 9.095  C15 1.090
35 H 1.625 -1.209 -2.762  C57 1.090
36 N 7.336 1.666 2.392  H73 1.010, C183 1.500, C201 1.510
37 O 0.761 2.191 -3.104  C30 1.393, H104 0.960
38 H -4.594 1.999 0.081  C72 1.090
39 H -5.221 3.035 6.756  N12 1.010
40 C 8.032 1.002 0.086  O89 1.402, H168 1.090, H181 1.090, C183 1.566
41 N -4.953 4.406 4.482  H165 1.010, H197 1.010, C210 1.304
42 C -3.214 -1.711 -1.106  O78 1.194, N207 1.303, N211 1.342
43 O -5.736 7.449 -1.228  C24 1.425, C134 1.400
44 H -2.571 1.243 2.425  C99 1.090
45 C 4.295 -8.477 -2.501  O21 1.226, N158 1.319, N190 1.300
46 H -4.846 0.427 2.572  C199 1.090
47 H -4.618 0.130 7.101  C65 1.090
48 H 6.818 -0.066 1.380  C183 1.090
49 C 3.114 3.357 2.550  H22 1.090, H96 1.090, O138 1.478, H178 1.090
50 C 0.769 4.924 -0.098  C75 1.501, H77 1.090, H112 1.090, H180 1.090
51 H 3.253 -2.030 1.520  N69 1.010
52 N 1.295 -2.289 -6.360  C13 1.325, H28 1.010, H213 1.010
53 H -0.362 7.109 -1.079  O191 0.960
54 H 5.991 -4.894 -3.775  C167 1.090
55 N -2.103 -4.473 -4.632  H58 1.010, C127 1.321, H186 1.010
56 H -3.706 0.999 -3.872  N152 1.010
57 C 0.540 -1.317 -2.743  H35 1.090, C71 1.508, N87 1.473, H198 1.090
58 H -1.802 -3.654 -5.141  N55 1.010
59 H 4.473 2.019 4.361  C18 1.090
60 C 0.475 -0.324 -0.548  C4 1.503, H23 1.090, N87 1.446, H206 1.090
61 C -2.152 -3.524 2.410  O6 1.399, C128 1.484, H163 1.090, H171 1.090
62 H -4.806 8.851 -2.366  C134 1.090
63 H 4.293 1.582 -3.880  C161 1.090
64 H 3.006 -4.997 2.959  N121 1.010
65 C -5.104 0.916 6.522  N12 1.471, H47 1.090, C106 1.543, H140 1.090
66 H 5.531 3.373 3.897  C18 1.090
67 C -5.840 1.238 -2.197  H82 1.090, H94 1.090, H157 1.090, O194 1.431
68 H 0.988 -0.363 -7.527  N133 1.010
69 N 2.801 -1.747 2.377  H25 1.010, H51 1.010, C126 1.289
70 H 5.954 0.347 3.471  C201 1.090
71 C 0.330 -2.773 -2.414  O10 1.367, H32 1.090, C57 1.508, H214 1.090
72 C -4.126 2.387 -0.823  H38 1.090, C83 1.557, H143 1.090, O194 1.427
73 H 7.345 2.639 2.121  N36 1.010
74 C 4.946 -1.644 -1.054  C84 1.608, O100 1.406, H141 1.090, H221 1.090
75 C 0.290 5.236 -1.486  C50 1.501, H113 1.090, H156 1.090, O191 1.436
76 C -2.970 0.440 -5.649  N11 1.279, O144 1.207, N152 1.282
77 H 1.523 4.137 -0.093  C50 1.090
78 O -3.052 -1.097 -2.118  C42 1.194
79 N -4.455 4.824 -0.335  H26 1.010, C83 1.468, C196 1.467
80 H -1.154 -5.164 1.572  C128 1.090
81 O 2.247 0.002 3.689  C126 1.234
82 H -6.552 1.443 -2.996  C67 1.090
83 C -3.463 3.783 -0.637  C72 1.557, N79 1.468, H118 1.090, H215 1.090
84 C 5.553 -3.106 -0.772  H2 1.090, C74 1.608, H115 1.090, H203 1.090
85 H -3.176 -1.954 0.823  N207 1.010
86 O 3.242 3.011 -1.534  H111 0.960, C162 1.419
87 N -0.156 -0.377 -1.847  C57 1.473, C60 1.446, H129 1.010
88 H 0.590 -5.995 -5.006  N7 1.010
89 O 7.550 0.605 -1.169  C40 1.402, C218 1.372
90 H -3.486 0.544 5.117  C106 1.090
91 H -3.952 1.504 9.005  C15 1.090
92 H -6.031 7.855 -3.147  C134 1.090
93 H 3.595 -0.442 0.951  N108 1.010
94 H -5.311 0.337 -2.508  C67 1.090
95 H 0.832 -6.873 1.281  N205 1.010
96 H 3.447 4.394 2.508  C49 1.090
97 H -4.670 1.714 4.637  C106 1.090
98 H -1.222 -3.827 0.441  C128 1.090
99 C -1.605 1.473 1.977  H44 1.090, O103 1.474, H193 1.090, H212 1.090
100 O 3.749 -1.449 -0.343  C74 1.406, H142 0.960
101 H 1.703 -5.134 -1.889  C202 1.090
102 C -7.798 0.157 8.893  H105 1.090, H116 1.090, O130 1.399, H149 1.090
103 O -1.245 0.662 0.800  C4 1.405, C99 1.474
104 H 0.345 1.556 -2.516  O37 0.960
105 H -8.000 -0.910 8.981  C102 1.090
106 C -4.560 0.729 5.091  C65 1.543, H90 1.090, H97 1.090, O169 1.466
107 H -0.382 1.292 -4.669  C30 1.090
108 N 3.421 0.126 1.768  H93 1.010, C126 1.290, H184 1.010
109 H -3.762 -0.924 3.053  C199 1.090
110 H 6.817 1.426 4.384  C201 1.090
111 H 2.592 2.946 -2.238  O86 0.960
112 H 1.142 5.783 0.460  C50 1.090
113 H -0.140 4.344 -1.942  C75 1.090
114 H 9.225 1.165 -2.056  C218 1.090
115 H 5.911 -3.363 0.225  C84 1.090
116 H -7.937 0.551 7.886  C102 1.090
117 H 9.172 -0.535 -1.789  C218 1.090
118 H -3.090 4.012 -1.635  C83 1.090
119 H -6.306 2.286 10.167  C166 1.090
120 H 5.943 1.360 0.689  C183 1.090
121 N 3.401 -5.587 2.240  H33 1.010, H64 1.010, C192 1.310
122 H 8.066 0.136 -3.029  C218 1.090
123 O -2.479 3.377 4.615  C137 1.237
124 H 0.095 3.665 -5.233  C182 1.090
125 H -3.305 3.757 2.777  N14 1.010
126 C 2.803 -0.502 2.711  N69 1.289, O81 1.234, N108 1.290
127 C -1.376 -5.565 -4.473  N7 1.343, N55 1.321, O222 1.247
128 C -1.120 -4.077 1.498  C61 1.484, H80 1.090, H98 1.090, H219 1.090
129 H -1.097 -0.724 -1.731  N87 1.010
130 O -6.456 0.433 9.177  C102 1.399, C166 1.476
131 H -3.217 6.319 -1.154  C196 1.090
132 H 1.239 -5.682 2.608  N205 1.010
133 N 0.135 -0.771 -7.172  C13 1.283, H68 1.010, H175 1.010
134 C -5.187 7.834 -2.457  O43 1.400, H62 1.090, H92 1.090, H220 1.090
135 H 0.304 -4.714 -0.817  C202 1.090
136 H 0.872 0.958 1.049  C4 1.090
137 C -1.547 2.774 5.161  O123 1.237, N170 1.290, N174 1.311
138 O 4.322 2.520 2.387  C18 1.430, C49 1.478
139 H 2.681 -8.117 -3.569  N190 1.010
140 H -6.189 0.829 6.589  C65 1.090
141 H 4.817 -1.433 -2.116  C74 1.090
142 H 3.092 -1.886 -0.891  O100 0.960
143 H -3.350 1.641 -0.991  C72 1.090
144 O -2.795 0.652 -6.824  C76 1.207
145 H 1.306 0.948 -4.492  C30 1.090
146 O 3.041 -6.881 0.472  C192 1.200
147 H -3.653 -3.416 -1.956  N211 1.010
148 H -2.696 -0.771 -4.079  N11 1.010
149 H -8.333 0.605 9.730  C102 1.090
150 H 5.331 3.008 -3.298  C161 1.090
151 H -4.156 4.352 1.409  N14 1.010
152 N -3.667 1.177 -4.865  H56 1.010, C76 1.282, H179 1.010
153 H -6.948 2.375 8.577  C166 1.090
154 H -4.431 8.272 -0.088  C24 1.090
155 H 5.484 -4.591 -5.317  C167 1.090
156 H 1.028 5.480 -2.249  C75 1.090
157 H -6.366 0.870 -1.315  C67 1.090
158 N 4.764 -8.310 -1.280  H5 1.010, H29 1.010, C45 1.319
159 H -3.748 -4.541 2.107  O6 0.960
160 H 3.534 1.073 -1.800  C162 1.090
161 C 4.915 2.020 -3.100  H63 1.090, H150 1.090, C162 1.515, H176 1.090
162 C 4.164 1.962 -1.786  H31 1.090, O86 1.419, H160 1.090, C161 1.515
163 H -2.010 -4.146 3.294  C61 1.090
164 O -6.149 5.114 2.738  C210 1.224
165 H -4.059 4.094 4.833  N41 1.010
166 C -6.174 1.881 9.164  C15 1.570, H119 1.090, O130 1.476, H153 1.090
167 C 5.235 -5.241 -4.479  H54 1.090, H155 1.090, H173 1.090, C209 1.554
168 H 8.460 1.998 -0.025  C40 1.090
169 O -5.283 -0.336 4.391  C106 1.466, C199 1.402
170 N -0.347 2.889 4.701  C137 1.290, H172 1.010, H200 1.010
171 H -2.021 -2.461 2.609  C61 1.090
172 H -0.189 3.622 4.024  N170 1.010
173 H 5.295 -6.296 -4.745  C167 1.090
174 N -1.677 1.859 6.091  H9 1.010, H16 1.010, C137 1.311
175 H -0.767 -0.483 -7.525  N133 1.010
176 H 5.722 1.288 -3.135  C161 1.090
177 H 3.044 -6.121 -5.009  O188 0.960
178 H 2.446 3.248 1.696  C49 1.090
179 H -4.115 2.007 -5.227  N152 1.010
180 H -0.058 4.489 0.464  C50 1.090
181 H 8.683 0.259 0.546  C40 1.090
182 C 0.909 2.940 -5.280  H17 1.090, C30 1.510, H124 1.090, H204 1.090
183 C 6.869 0.994 1.134  N36 1.500, C40 1.566, H48 1.090, H120 1.090
184 H 3.732 1.077 1.899  N108 1.010
185 H 1.970 -4.560 -0.221  C202 1.090
186 H -2.970 -4.429 -4.117  N55 1.010
187 H -3.190 6.175 0.580  C196 1.090
188 O 2.911 -5.187 -4.834  H177 0.960, C209 1.337
189 H -1.830 -1.183 -5.525  N11 1.010
190 N 3.092 -8.006 -2.653  C45 1.300, H139 1.010, H217 1.010
191 O -0.688 6.287 -1.452  H53 0.960, C75 1.436
192 C 2.654 -6.339 1.470  N121 1.310, O146 1.200, N205 1.267
193 H -0.821 1.368 2.728  C99 1.090
194 O -5.018 2.380 -1.938  C67 1.431, C72 1.427
195 H -2.678 -0.345 0.236  N207 1.010
196 C -3.854 6.162 -0.283  C24 1.513, N79 1.467, H131 1.090, H187 1.090
197 H -5.680 4.705 5.116  N41 1.010
198 H 0.159 -1.270 -3.763  C57 1.090
199 C -4.775 -0.525 3.098  H1 1.090, H46 1.090, H109 1.090, O169 1.402
200 H 0.440 2.365 5.055  N170 1.010
201 C 6.281 1.386 3.435  C18 1.566, N36 1.510, H70 1.090, H110 1.090
202 C 1.331 -4.480 -1.100  O10 1.434, H101 1.090, H135 1.090, H185 1.090
203 H 6.386 -3.231 -1.464  C84 1.090
204 H 1.044 2.561 -6.293  C182 1.090
205 N 1.454 -6.346 1.878  H95 1.010, H132 1.010, C192 1.267
206 H 0.229 -1.256 -0.038  C60 1.090
207 N -3.120 -1.244 0.106  C42 1.303, H85 1.010, H195 1.010
208 O -0.950 -2.556 -6.268  C13 1.230
209 C 3.841 -4.793 -3.958  H19 1.090, H20 1.090, C167 1.554, O188 1.337
210 C -5.129 4.630 3.210  N14 1.348, N41 1.304, O164 1.224
211 N -3.549 -3.009 -1.038  H8 1.010, C42 1.342, H147 1.010
212 H -1.519 2.505 1.637  C99 1.090
213 H 1.482 -3.227 -6.036  N52 1.010
214 H -0.656 -2.829 -1.955  C71 1.090
215 H -2.591 3.702 0.011  C83 1.090
216 H -0.075 -4.469 -5.494  N7 1.010
217 H 2.566 -7.686 -1.852  N190 1.010
218 C 8.545 0.313 -2.066  O89 1.372, H114 1.090, H117 1.090, H122 1.090
219 H -0.169 -3.624 1.777  C128 1.090
220 H -4.381 7.268 -2.924  C134 1.090
221 H 5.748 -1.022 -0.656  C74 1.090
222 O -1.670 -6.501 -3.703  C127 1.247

Results of the Löwdin charge analysis, in e, for atoms 1 through 4:
1 H 0.091
2 H 0.047
3 H 0.117
4 C -0.198